# 1
Formula: C35H86CrN5O13
Source: the Open Molecules 2025 dataset
Level of theory: the ωB97M-V functional and the def2-TZVPD basis

Geometry as XYZ:
```
140
Properties=species:S:1:pos:R:3:forces:R:3
H 1.973 3.460 -4.846 0.01 -0.23 -0.19
H 3.149 -3.336 2.251 0.02 0.26 0.37
C 0.922 3.718 -4.997 0.17 0.64 0.82
H 1.072 -4.176 1.380 0.48 0.01 -0.20
H 5.676 1.189 9.009 0.01 0.06 -0.27
H -1.387 -2.971 -8.756 0.02 -0.11 -0.27
Cr 2.046 2.611 0.363 -0.60 -1.54 0.43
H -1.690 0.478 1.855 -0.10 0.18 -0.13
H -3.572 -1.261 1.122 -0.12 0.00 0.20
H -3.690 -4.371 4.568 -0.19 0.33 0.16
O 1.242 0.679 1.210 -0.30 -0.32 -0.24
C -1.544 -1.550 -2.700 0.23 0.60 0.68
H 1.784 -0.470 -2.349 0.40 -0.04 0.50
C -2.929 -2.789 3.307 -0.39 -0.67 -0.88
H 5.302 -0.255 9.913 -0.24 0.03 0.07
C 0.096 1.023 0.814 -0.29 -0.67 1.03
H 1.931 -0.765 2.089 0.30 -0.18 0.00
C 3.142 0.813 7.745 -1.06 -0.16 -0.53
H -1.692 -0.516 -3.046 -0.11 -0.05 -0.15
C 2.581 -2.577 1.709 0.25 -0.12 -0.63
H -6.294 -6.884 3.571 -0.21 -0.02 -0.12
H -4.820 3.379 -1.244 0.04 0.19 0.15
H 0.777 3.581 -2.979 -0.31 0.26 0.16
C 0.853 0.323 5.714 0.11 0.55 -0.16
C 2.308 6.852 -6.185 0.15 0.44 0.05
H 0.188 3.229 3.240 0.24 -0.37 -0.54
H -0.636 -1.524 -2.075 0.14 -0.21 -0.17
C -6.198 -5.478 0.652 0.56 -0.18 -0.25
H 4.189 1.885 -2.181 0.48 -0.18 -0.10
H -5.180 -5.849 0.469 0.12 0.32 -0.08
H 4.326 0.084 -1.824 -0.28 0.13 -0.61
H 4.480 0.265 0.421 -0.23 0.17 0.33
H -0.721 -1.216 -7.256 0.02 -0.02 -0.28
H -3.840 1.930 -1.109 0.07 -0.04 0.02
H -3.444 -1.840 3.485 0.00 0.06 0.16
H 0.078 1.798 6.743 0.24 0.22 0.89
H 3.862 4.068 2.677 -0.46 0.18 0.02
C -0.518 -2.033 -4.733 -1.67 -0.37 -0.67
H -6.191 -4.902 4.742 0.13 -0.34 0.01
H 0.517 -2.838 -10.337 0.42 0.07 -0.12
H 3.606 2.929 3.968 -0.22 -0.29 -0.01
C 5.055 0.289 9.001 0.46 -0.04 0.41
O -1.472 -2.455 -3.759 0.30 0.23 0.15
H -3.050 0.228 4.533 0.31 -0.18 0.05
H 1.672 0.173 -9.834 0.42 -0.07 -0.36
C -0.436 0.470 4.904 0.61 0.13 -0.82
H -6.178 -4.402 0.838 0.04 -0.02 0.21
C 4.686 1.189 -0.110 0.50 0.60 -1.19
H -1.345 3.870 -1.537 0.08 -0.22 0.13
H 3.248 -0.067 7.094 0.38 -0.12 0.13
H -2.490 1.821 4.022 0.15 -0.02 -0.05
N 0.217 3.316 -3.778 0.23 -0.81 -0.32
H 0.547 -2.614 0.826 0.20 0.24 -0.03
H 1.224 4.482 3.684 0.85 0.02 -0.03
C -0.837 -2.812 -6.013 1.11 -0.48 -0.21
N -5.257 -3.663 3.293 0.03 -0.47 -0.01
H 4.404 -2.327 0.608 -0.03 0.23 0.04
C 0.534 -2.203 -9.443 -0.85 -0.38 -0.27
H 0.560 3.169 -5.863 -0.16 0.11 -0.08
C -3.795 3.025 -1.186 -0.13 -0.59 -0.28
H 3.090 6.865 -5.418 -0.02 0.27 0.06
C -3.860 -3.976 3.547 0.43 -0.20 0.89
H 0.349 0.760 -10.811 -0.13 -0.09 -0.10
O 1.773 5.551 -6.262 0.12 0.23 -0.07
H -7.173 -4.383 3.371 -0.11 -0.15 0.21
H 1.655 0.415 4.972 0.08 -0.68 0.05
C 1.645 1.039 7.918 -0.60 0.20 0.21
H -1.894 -3.063 -6.140 -0.19 0.31 0.40
H 1.352 2.836 4.444 0.44 0.21 0.09
H -3.471 1.637 5.448 0.42 0.07 0.54
C -1.757 3.220 -2.324 -0.20 0.33 -0.13
H 3.053 -1.483 -0.152 -0.37 -0.05 -0.04
H 0.873 -0.669 6.179 0.17 0.13 0.21
H -2.900 -2.481 0.017 0.50 0.36 0.20
H -0.777 -0.886 1.243 0.00 0.00 0.04
C -6.185 -4.756 3.656 -0.29 0.53 -0.68
C 3.468 3.065 2.894 1.45 0.25 -0.09
H -2.356 -1.783 -2.012 -0.15 -0.30 -0.32
O -6.731 -6.227 1.722 -0.63 0.34 -0.32
H -3.481 -4.808 2.951 -0.27 0.21 -0.46
H -0.307 -3.766 -5.921 -0.16 -0.10 -0.15
C 0.879 -0.145 -10.519 -0.31 0.47 0.81
O -0.080 2.178 0.331 1.15 1.16 -0.70
H 1.537 -2.118 -9.020 0.15 0.08 -0.14
O -2.441 -2.811 1.956 0.21 0.23 0.70
O 2.608 1.098 -1.178 -0.42 0.31 -0.21
C 0.916 5.249 -5.187 -0.39 -1.22 -0.63
H 0.683 -2.982 2.547 -0.07 0.15 -0.07
C -0.350 -2.875 -8.419 0.27 0.65 0.81
H 0.066 -3.866 -8.230 -0.12 -0.09 -0.02
O 3.687 0.615 9.011 0.18 -0.21 -0.01
N -0.272 -2.120 -7.164 0.08 -0.15 0.36
C -5.998 -6.077 2.900 0.66 -0.14 0.72
H -1.709 0.085 0.104 -0.12 0.24 0.06
H 1.476 1.803 8.679 0.11 0.16 -0.14
H 0.503 -2.217 -4.403 0.15 0.13 0.06
H -0.695 -0.975 -4.956 0.30 0.20 0.20
H 3.546 1.664 7.181 0.27 0.16 0.29
H -0.704 -0.496 4.458 -0.20 -0.13 0.26
H -6.752 -5.640 -0.271 -0.34 -0.25 0.25
H -1.355 4.738 -3.773 -0.21 0.02 0.13
H -2.074 -2.887 3.974 0.19 0.16 -0.16
H -5.507 -2.904 3.919 0.06 0.19 -0.21
C 1.845 0.619 -2.281 -0.63 -0.30 -1.42
H -0.097 5.568 -5.440 -0.05 0.35 0.21
C -3.345 -2.324 1.006 -0.18 -0.43 -1.40
H 5.377 2.190 2.385 -0.09 0.14 0.24
O -3.152 3.399 -2.385 0.00 0.18 0.21
H 2.745 7.173 -7.130 0.08 -0.54 -0.12
C 4.325 2.087 2.101 0.22 0.44 0.75
C 4.011 1.070 -1.478 0.01 0.05 1.43
O 2.612 -1.365 2.455 -0.05 0.05 0.11
H -1.754 3.186 -4.468 0.09 -0.17 0.01
N 1.023 1.439 6.664 -0.39 -0.31 -0.97
H -0.198 1.098 4.032 -0.27 0.22 0.02
H 1.559 7.624 -5.977 -0.16 -0.21 0.29
H 5.343 -0.361 8.170 -0.16 0.09 -0.19
O -1.477 1.045 5.646 -0.10 -0.23 0.54
O -0.016 -0.941 -9.761 0.05 -0.01 -0.27
H 1.265 -0.633 -11.414 0.07 -0.21 0.05
H 3.251 -3.275 -0.247 -0.29 0.14 -0.12
H 5.768 1.265 -0.244 0.01 -0.17 -0.03
O 2.109 2.928 2.514 0.38 0.57 -0.51
C -1.102 0.125 1.006 0.57 -0.33 -0.13
C 1.171 -3.106 1.576 -0.83 -0.18 0.37
H 1.227 5.661 -4.223 0.14 0.41 -0.09
H -3.280 3.386 -0.292 -0.04 0.30 -0.04
H 4.064 1.063 2.373 -0.37 -0.08 -0.61
C 1.231 3.402 3.518 -1.88 0.11 0.57
H -1.520 2.176 -2.076 0.16 0.01 -0.12
H 2.282 0.965 -3.222 0.12 0.08 0.09
H 0.814 0.973 -2.327 0.14 0.37 0.68
H -4.932 -6.253 2.691 -0.03 0.05 0.00
C 3.333 -2.388 0.387 0.52 -0.47 0.18
C -1.194 3.659 -3.660 0.33 0.26 -0.16
H 1.147 0.138 8.298 0.30 -0.19 0.13
N 4.222 2.388 0.640 -0.90 -1.06 0.60
H -4.260 -2.905 0.860 -0.20 0.07 0.90
H 4.878 3.140 0.460 -0.21 0.17 -0.16
C -2.647 1.180 4.901 -0.78 0.18 -0.90
```
Forces are in eV/Å.

Computed properties:
Orbital gap (alpha / beta)   0.2588 / 0.2516 Eh
LUMO (alpha / beta)   -3.30 / -3.49 eV
Multiplicity   5
E_HOMO (alpha / beta)   -10.336 / -10.336 eV
ΔE to the lowest compared entry with this formula, charge and spin   0.00 kJ/mol
Net charge   +1

Mulliken population analysis, charges in e, atoms 1 to 8: 0.197, 0.421, -0.953, 0.535, 0.269, 0.361, 0.190, 0.150

***

# 2
Formula: C29H52F3N3O8S2
Source: the Open Molecules 2025 dataset
Level of theory: the ωB97M-V functional and the def2-TZVPD basis

Geometry as XYZ:
```
97
Properties=species:S:1:pos:R:3:forces:R:3
H -3.618 -4.620 0.788 0.02 0.06 0.06
H 0.156 -5.067 -4.411 -0.03 0.06 0.01
H 4.866 4.227 -1.045 -0.02 0.00 0.00
C -3.730 4.915 3.335 0.03 0.09 0.00
H -0.196 -2.048 4.666 -0.12 -0.09 -0.06
H 3.118 -6.105 -0.217 -0.06 -0.04 -0.07
F -0.417 -4.624 1.341 -0.01 0.03 -0.02
C 3.435 4.832 -4.632 0.11 -0.14 -0.04
H -2.266 -1.950 -3.825 0.02 -0.03 0.04
H 0.018 1.240 -3.679 0.06 0.08 0.06
O -0.605 -2.014 0.257 -0.07 -0.26 -0.18
O 1.620 -3.291 -1.018 -0.28 -0.17 -0.07
C 0.399 -1.250 -0.224 -0.55 -0.29 -0.47
C 1.413 -2.359 3.271 0.07 -0.02 -0.07
H 2.175 -4.734 -2.380 0.04 -0.03 0.05
H -0.958 0.757 -0.547 -0.07 -0.13 -0.01
C -2.732 0.170 0.543 -0.43 0.11 -0.07
H -2.962 -3.822 -1.314 0.06 0.05 0.04
C -2.676 -4.066 0.799 -0.24 0.04 0.01
H 1.388 -6.167 -0.635 0.04 0.04 0.02
C 0.495 0.263 3.585 0.46 0.05 -0.47
F -1.402 -5.804 -0.184 -0.01 -0.01 0.00
H -2.080 0.013 -2.818 -0.03 -0.01 0.02
H 3.695 6.414 -0.961 0.02 0.00 0.02
S -2.063 1.027 2.005 0.05 0.20 0.07
O 3.290 4.108 -2.272 0.05 -0.11 -0.04
C 2.212 -5.512 -0.349 -0.09 0.12 0.09
O 2.261 -1.374 3.847 -0.06 -0.02 0.10
H 2.940 5.802 -4.691 0.01 0.01 0.01
C 1.938 -0.108 3.294 0.14 0.06 -0.31
H 1.801 0.271 -1.731 0.04 -0.08 -0.07
O 0.074 6.738 4.292 -0.03 -0.01 0.01
H 0.320 0.275 4.670 -0.01 0.10 -0.05
H -2.325 3.826 4.583 0.01 0.02 0.01
C 4.423 6.211 -1.746 -0.10 0.00 -0.03
O 1.792 3.394 -3.692 0.06 0.10 -0.10
C -2.372 4.304 3.603 -0.08 -0.02 -0.01
H -0.683 -2.833 3.132 -0.01 0.03 0.07
H 0.561 1.969 -2.340 0.05 -0.05 -0.14
H 5.289 4.475 -2.728 -0.02 0.00 -0.02
C -1.607 -5.115 0.963 -0.02 -0.04 -0.02
H -2.437 1.433 -1.134 0.17 0.01 -0.04
H -3.775 0.490 0.477 0.02 -0.18 -0.07
H -3.333 -2.413 -0.350 -0.02 0.06 -0.04
H -0.199 -3.585 -5.304 -0.02 -0.03 0.04
H 2.325 -1.967 -2.418 -0.02 -0.04 0.06
N 0.142 1.114 -2.684 -0.09 -0.16 0.02
C -0.639 -4.361 -4.673 0.04 -0.09 -0.05
C -2.610 -3.215 -0.474 0.06 -0.09 -0.03
H 3.483 -4.089 -1.368 -0.05 0.03 -0.07
C -0.048 -2.070 3.578 0.29 0.09 -0.16
H 1.952 -5.061 0.611 0.12 -0.04 -0.04
C -1.318 -2.323 -3.418 0.06 -0.01 -0.04
C -1.103 -1.698 -2.015 -0.19 -0.04 0.20
C -1.760 6.192 5.699 0.09 -0.14 0.06
C -1.996 0.508 -0.755 -0.10 -0.02 0.08
H -3.750 5.356 2.339 -0.01 -0.02 -0.01
H 0.283 1.245 3.160 -0.10 -0.10 -0.01
H 2.621 0.633 3.711 -0.06 -0.09 0.18
H -2.693 -3.441 1.696 0.18 -0.06 -0.03
H 1.697 -3.320 3.700 0.00 0.04 0.00
C -2.129 -0.540 -1.881 0.17 0.30 -0.03
C 1.002 -0.032 -2.416 -0.10 0.28 0.10
H -1.098 6.439 6.525 0.00 0.07 -0.03
H 5.384 6.628 -1.446 0.00 -0.01 0.01
O 1.173 -0.692 0.482 0.49 0.54 0.09
C 4.551 4.719 -1.963 0.06 0.07 0.04
H -2.180 -4.161 -3.365 0.09 -0.05 0.09
C -0.916 6.076 4.450 -0.04 0.08 -0.05
H 3.262 4.300 -5.563 -0.07 0.03 0.00
C -1.716 -0.436 2.998 0.36 0.12 -0.23
H -2.319 5.296 5.951 -0.05 0.02 -0.03
H -2.733 -0.885 0.779 0.11 -0.05 0.06
H -0.535 -1.928 -4.073 -0.09 0.04 -0.01
C 0.377 -1.282 -1.746 0.18 -0.31 -0.21
H -3.974 5.697 4.055 -0.01 -0.03 0.03
H -0.632 -3.584 -1.108 0.09 0.13 0.16
S -2.921 -1.245 3.750 -0.10 -0.27 -0.21
N -1.249 -3.784 -3.474 -0.06 0.07 -0.10
H -2.157 3.532 2.868 0.03 0.10 0.03
H -3.138 -0.971 -1.848 0.10 -0.06 -0.03
H 4.095 6.724 -2.651 0.04 0.00 -0.01
H -1.361 -4.905 -5.288 0.01 0.07 0.02
F -1.964 -6.019 1.897 0.00 0.01 0.01
H 2.073 -0.144 2.206 0.05 0.14 0.39
C -1.232 -2.709 -0.857 -0.18 -0.01 -0.03
H 1.500 -0.347 -3.339 -0.08 -0.10 0.04
H -2.461 7.015 5.561 -0.01 0.00 -0.01
H 0.999 -3.014 -2.951 0.00 0.07 -0.04
C 1.378 -2.430 -2.107 0.16 0.10 -0.01
C 2.430 -4.403 -1.365 0.18 0.01 0.06
H -4.500 4.144 3.392 0.01 -0.01 -0.01
O -1.308 5.256 3.455 0.08 -0.06 0.04
H 1.568 -2.381 2.184 -0.07 -0.10 0.14
H 4.503 4.991 -4.509 -0.01 0.05 0.03
C 2.789 4.044 -3.519 -0.10 0.07 0.12
N -0.391 -0.765 3.001 -0.61 -0.10 1.18
```
Forces are in eV/Å.

Computed properties:
Orbital gap   0.3075 Eh
LUMO   0.45 eV
E_HOMO   -7.920 eV
Structure (SMILES)   CCOC[C@]1(CN)C(=O)O[C@@H](CCC(F)(F)F)[C@]1(CCCSC(=S)N1CCOCC1)CNC.CCOC(C)=O.CCOC(C)=O

Mulliken population analysis, charges in e, atoms 1 to 8: 0.572, 0.256, 0.326, -1.107, 0.415, 0.421, -0.128, -1.179